Run w
Entry from the Open Molecules 2025 dataset: a 7-piece molecular cluster, C20H57N3O7 overall (wB97M-V/def2-TZVPD).

total charge = 0
SMILES = COC[C@H](C)N.COC[C@H](C)N.COC[C@H](C)N.CCO.CCO.CCO.CCO
E_LUMO = 0.46 eV
gap between HOMO and LUMO = 9.065 eV

Geometry as XYZ:
```
87
C20H57N3O7 | the Open Molecules 2025 dataset | wB97M-V/def2-TZVPD
C -4.22553 -14.18282 -15.00528
O -3.85515 -14.92258 -16.19149
C -3.00915 -16.03363 -15.88308
C -1.53154 -15.66739 -15.49472
C -0.67875 -14.94116 -16.59398
N -0.76051 -16.82322 -15.04405
H -3.30789 -13.82236 -14.54041
H -4.77067 -14.72725 -14.23423
H -4.81268 -13.32265 -15.32696
H -3.44018 -16.53881 -15.01873
H -2.96754 -16.75370 -16.70031
H -1.59499 -15.06418 -14.58906
H 0.33793 -14.58757 -16.42248
H -1.28024 -14.10599 -16.95288
H -0.57499 -15.68929 -17.37988
H -1.24870 -17.33973 -14.32643
H 0.05264 -16.52462 -14.52470
C -2.73876 -12.02287 -18.76955
O -2.06286 -11.11860 -17.90766
C -0.70055 -10.99724 -18.22086
C -0.07853 -9.80551 -17.43160
C -0.82821 -8.50661 -17.74566
N 1.29802 -9.57524 -17.78472
H -2.64388 -11.70877 -19.80899
H -3.80726 -11.98875 -18.55684
H -2.40696 -13.05421 -18.64983
H -0.15473 -11.91912 -18.02007
H -0.62455 -10.74021 -19.27740
H -0.14473 -10.04114 -16.36944
H -0.30693 -7.70796 -17.21789
H -1.84862 -8.52141 -17.36272
H -0.78667 -8.24886 -18.80392
H 1.84372 -10.40182 -17.58704
H 1.24306 -9.58685 -18.79314
C 2.20077 -17.69617 -13.89197
O 1.57648 -16.50764 -13.58276
C 2.21639 -15.81523 -12.48829
C 1.44826 -14.62106 -11.95215
C 1.30814 -13.52922 -13.02302
N 2.14999 -14.08032 -10.80804
H 2.02585 -18.30526 -13.00512
H 3.27991 -17.64420 -14.03640
H 1.73534 -18.19761 -14.74052
H 2.45916 -16.48583 -11.66398
H 3.17836 -15.46716 -12.86451
H 0.45647 -15.01143 -11.72399
H 0.69268 -13.95698 -13.81443
H 2.29429 -13.36774 -13.45836
H 0.78047 -12.64060 -12.67656
H 2.91235 -13.53448 -11.18349
H 1.57757 -13.45073 -10.26392
C -0.07348 -9.30234 -10.97524
C 1.44542 -9.57200 -10.94551
O 1.80427 -10.44626 -9.81549
H -0.48284 -8.79962 -10.09901
H -0.60699 -10.24770 -11.07411
H -0.37842 -8.75192 -11.86528
H 2.01945 -8.64865 -10.86788
H 1.82841 -10.07997 -11.83059
H 2.76273 -10.50055 -9.81686
C -4.97960 -10.82954 -10.42758
C -5.57560 -11.21462 -11.83378
O -4.55436 -11.91220 -12.44694
H -4.16356 -10.13135 -10.61387
H -4.56910 -11.68314 -9.88816
H -5.69079 -10.29151 -9.80083
H -5.75256 -10.33715 -12.45575
H -6.49925 -11.79122 -11.78363
H -3.93439 -11.24849 -12.75797
C -1.03989 -11.34976 -14.17743
C -2.32829 -10.65832 -14.63121
O -2.86302 -10.06592 -13.53670
H -0.39430 -10.56824 -13.77677
H -0.55425 -11.80773 -15.03912
H -1.18351 -12.06252 -13.36537
H -2.97280 -11.39993 -15.10313
H -2.07978 -9.89859 -15.37227
H -3.26508 -9.25422 -13.85464
C -1.97708 -6.65549 -14.70206
C -3.52807 -6.41358 -14.67118
O -4.21785 -7.61357 -14.44541
H -1.43646 -5.82079 -15.14826
H -1.64768 -7.51405 -15.28727
H -1.54922 -6.89717 -13.72910
H -3.87256 -5.99042 -15.61477
H -3.73826 -5.73099 -13.84779
H -5.15537 -7.41221 -14.39951
```

Atom charges from the Mulliken analysis, given in e for atoms 1 to 5: C -0.496; O -0.351; C -1.014; C 0.816; C -0.991

***

Run x
Entry from the Open Molecules 2025 dataset: a 7-piece molecular cluster, C20H57N3O7 overall (wB97M-V/def2-TZVPD).

total charge = 0
SMILES = COC[C@H](C)N.COC[C@H](C)N.COC[C@H](C)N.CCO.CCO.CCO.CCO
E_LUMO = 0.52 eV
gap between HOMO and LUMO = 9.616 eV

Geometry as XYZ:
```
87
C20H57N3O7 | the Open Molecules 2025 dataset | wB97M-V/def2-TZVPD
C 3.23876 -3.02102 -2.87938
O 3.41834 -3.68383 -1.65568
C 4.21905 -2.93053 -0.76291
C 4.40240 -3.66882 0.55644
C 5.28504 -2.89635 1.52833
N 4.96152 -5.01192 0.33798
H 4.19712 -2.73851 -3.34462
H 2.65256 -2.10641 -2.77243
H 2.84245 -3.74197 -3.59325
H 5.19202 -2.82252 -1.25636
H 3.80003 -1.94507 -0.52790
H 3.41340 -3.77153 1.01367
H 5.28340 -3.49662 2.44366
H 4.95169 -1.89909 1.81846
H 6.34584 -2.79129 1.28472
H 5.96883 -4.96116 0.26955
H 4.54266 -5.35194 -0.52044
C -2.46646 -0.98325 3.19264
O -2.81599 -0.96113 4.56215
C -4.17900 -0.99440 4.90101
C -4.66613 0.46066 4.92079
C -4.03550 1.27392 6.02392
N -6.14235 0.59168 5.02072
H -2.42459 -2.01866 2.84608
H -1.46580 -0.54585 3.19581
H -3.09963 -0.33563 2.57900
H -4.77381 -1.64236 4.24728
H -4.30412 -1.43960 5.89030
H -4.44443 0.91963 3.95191
H -3.02856 0.93556 6.28542
H -4.62002 1.18857 6.94140
H -3.95795 2.33619 5.79002
H -6.52274 1.29969 4.40650
H -6.68584 -0.23522 4.80211
C -4.11513 0.32736 -4.11973
O -3.70585 -0.91105 -3.61473
C -3.06765 -1.73124 -4.57311
C -2.34813 -2.87754 -3.87224
C -1.25014 -2.29620 -2.97971
N -1.75861 -3.75925 -4.87725
H -3.35254 0.87412 -4.68666
H -4.37458 1.00571 -3.30601
H -5.00971 0.18209 -4.73597
H -3.80878 -2.08539 -5.29980
H -2.28524 -1.12561 -5.04915
H -3.03582 -3.35108 -3.15850
H -0.76724 -2.96828 -2.26404
H -1.75542 -1.60089 -2.29888
H -0.45308 -1.75586 -3.49290
H -1.34000 -4.54500 -4.38328
H -2.51368 -4.20567 -5.39981
C 0.82057 -0.68836 0.05421
C 0.02036 0.62905 0.11429
O 0.77540 1.68612 -0.46547
H 0.87793 -0.86034 -1.02339
H 0.30580 -1.45508 0.63378
H 1.83038 -0.61040 0.45273
H -0.08271 0.83238 1.18260
H -0.94086 0.58927 -0.39594
H 0.64281 1.70368 -1.42133
C 1.39350 5.38404 0.72469
C 2.60302 5.19059 -0.19135
O 2.37079 4.09706 -1.08316
H 1.59290 6.09634 1.52701
H 1.13709 4.43972 1.20681
H 0.56150 5.71309 0.10240
H 3.45709 4.88177 0.42481
H 2.84936 6.09120 -0.74629
H 2.29320 3.29172 -0.55514
C 1.50259 1.39123 -5.31938
C 2.37282 2.50883 -4.71352
O 1.94825 2.61316 -3.34633
H 2.01809 0.94451 -6.16959
H 0.54844 1.80167 -5.65286
H 1.27435 0.63967 -4.56776
H 2.28892 3.43848 -5.27296
H 3.40347 2.14650 -4.70392
H 2.37321 3.39808 -2.95880
C -0.91813 2.78279 3.87099
C 0.36834 2.10593 4.30431
O 0.80993 2.55709 5.57591
H -1.72526 2.48257 4.53802
H -1.23697 2.66629 2.83720
H -0.75809 3.86065 3.98242
H 1.18330 2.20582 3.57313
H 0.19540 1.01816 4.38254
H 1.70261 2.23927 5.71423
```

Atom charges from the Mulliken analysis, given in e for atoms 1 to 5: C -0.596; O -0.368; C -0.569; C 0.496; C -1.504

***

Run y
Entry from the Open Molecules 2025 dataset: C20H57N3O7 as an isolated structure (wB97M-V/def2-TZVPD).

total charge = 0
E_LUMO = 0.17 eV
gap between HOMO and LUMO = 8.290 eV

Geometry as XYZ:
```
87
C20H57N3O7 | the Open Molecules 2025 dataset | wB97M-V/def2-TZVPD
C -0.47661 -2.97988 -1.94826
C -1.14751 -4.12602 -1.25371
O -0.39159 -5.28938 -1.31240
H 0.56018 -3.19412 -1.68888
H -0.87253 -2.04740 -1.54597
H -0.77005 -3.06187 -2.99481
H -2.21402 -4.22758 -1.45458
H -1.15001 -3.74447 -0.23268
H -0.91460 -5.99301 -0.92129
C 1.14192 2.79735 -2.08461
C 2.47234 2.38968 -1.49042
O 2.62926 1.02530 -1.56986
H 1.09394 3.88157 -1.98329
H 0.29042 2.38881 -1.54042
H 1.02951 2.57189 -3.14510
H 2.47308 2.76163 -0.46585
H 3.28811 2.98449 -1.90129
H 2.04354 0.50578 -1.01432
C -0.85899 0.28909 -0.59031
C 0.41807 0.56579 0.29416
O 1.59075 0.09342 -0.24915
H -1.56029 0.98776 -0.13409
H -1.19803 -0.74564 -0.54040
H -0.56111 0.52788 -1.61126
H 0.29908 0.16095 1.29917
H 0.65851 1.60502 0.51839
H 2.06845 -0.38348 0.43347
C 2.39154 -2.53965 0.34580
C 3.04282 -1.34985 0.92640
O 2.38905 -0.71273 1.91916
H 1.36460 -2.45698 -0.01011
H 2.40261 -3.40930 1.00283
H 2.90232 -2.78196 -0.58613
H 3.05995 -0.63470 0.10399
H 4.06236 -1.55217 1.25461
H 2.45423 -1.18509 2.75237
C 0.72624 -1.93280 -4.44409
C 1.21020 -0.94432 -3.29499
C 2.16601 -1.45034 -2.30131
O 3.49518 -1.66461 -2.88451
C 4.55931 -2.04108 -1.97562
N 1.56560 0.36030 -3.81719
H 0.75508 -2.93263 -4.01094
H 1.31648 -1.85724 -5.35733
H -0.27086 -1.68328 -4.80693
H 0.31504 -0.71600 -2.71649
H 1.84866 -2.45399 -2.01837
H 2.27309 -0.83364 -1.40895
H 5.45327 -2.38980 -2.49266
H 4.25950 -2.92848 -1.41819
H 4.88891 -1.25351 -1.29798
H 2.15158 0.87308 -3.17394
H 2.15104 0.21846 -4.62791
C -1.80631 -1.35802 3.21993
C -2.44876 -0.49252 2.07336
C -4.00677 -0.18531 2.17894
O -4.67359 0.13984 0.99937
C -4.68544 -0.96548 0.13142
N -1.65012 0.68777 2.21441
H -1.73338 -0.72780 4.10627
H -0.84911 -1.72096 2.84558
H -2.49699 -2.18831 3.36717
H -2.24582 -0.90246 1.08399
H -4.08262 0.63719 2.89017
H -4.39163 -1.05303 2.71470
H -5.44131 -0.79542 -0.63527
H -4.98134 -1.85482 0.68785
H -3.85715 -1.15020 -0.55263
H -0.68514 0.45863 2.02364
H -1.87974 1.33778 1.47626
C -2.13258 2.53711 3.64310
C -1.99534 3.55966 2.40964
C -0.64139 3.29482 1.59944
O 0.38581 3.52817 2.51020
C 0.68231 4.93768 2.77359
N -3.04380 3.32214 1.46553
H -2.93804 2.71426 4.35582
H -1.18232 2.60790 4.17234
H -2.29588 1.49151 3.38208
H -2.10120 4.61487 2.66150
H -0.61654 3.95507 0.73252
H -0.69267 2.26933 1.23361
H 1.22792 5.42822 1.96750
H 1.31633 5.04535 3.65366
H -0.11637 5.67533 2.85154
H -3.84946 3.29647 2.07410
H -2.96758 2.36416 1.15479
```

Atom charges from the Mulliken analysis, given in e for atoms 1 to 5: C -0.648; C -1.170; O -0.564; H 0.076; H 0.118

***

Computed stability ranking, most favorable first: run x, run w, run y

***

Run w
Entry from the Open Molecules 2025 dataset: a 2-piece molecular cluster, C5H11NO overall (wB97M-V/def2-TZVPD).

total charge = -1
expectation value of S² = 0.7505
spin multiplicity = 2
E_LUMO (alpha / beta) = 4.05 / 3.78 eV
gap between HOMO and LUMO (alpha / beta) = 2.801 / 8.367 eV

Geometry as XYZ:
```
18
C5H11NO | the Open Molecules 2025 dataset | wB97M-V/def2-TZVPD
C 0.84669 -0.20020 -1.74965
N -0.65251 -1.93834 0.26541
C 0.04866 -0.79226 0.63227
C 0.74753 -0.06435 -0.24957
C 1.60483 1.05840 0.22401
C 1.19037 2.22671 0.69382
H 0.49616 -1.26132 -1.89197
H 1.74792 -0.30433 -2.39572
H -0.00028 0.44443 -2.11944
H -0.17555 -2.65892 -0.11586
H -1.07447 -2.29359 1.16222
H 0.01889 -0.41378 1.62560
H 2.66021 0.87827 0.16779
H 0.01130 2.39400 0.61629
H 1.73930 2.99367 0.97443
H -3.62817 0.53264 0.90965
H -2.35922 -0.21211 0.42394
O -3.22168 -0.38891 0.82677
```

Atom charges from the natural (NBO) analysis, given in e for atoms 1 to 5: C -0.760; N -0.924; C -0.341; C -0.207; C -0.195

***

Run x
Entry from the Open Molecules 2025 dataset: an isolated ion of composition C5H11NO and charge -1 (wB97M-V/def2-TZVPD).

total charge = -1
expectation value of S² = 0.7537
spin multiplicity = 2
E_LUMO (alpha / beta) = 3.96 / 3.90 eV
gap between HOMO and LUMO (alpha / beta) = 3.538 / 7.020 eV

Geometry as XYZ:
```
18
C5H11NO | the Open Molecules 2025 dataset | wB97M-V/def2-TZVPD
O -0.79042 0.20934 -2.84763
C -0.77427 -0.47347 -1.74985
C 0.13688 -0.08641 -0.56794
C -0.63839 0.04001 0.74098
C 0.22086 0.25393 2.02129
C 0.81193 -1.04460 2.52266
N 0.85479 1.14898 -0.80813
H -1.17705 -1.47616 -1.69170
H 0.87263 -0.90093 -0.43739
H -1.23848 -0.85654 0.93732
H -1.38002 0.83313 0.62196
H 1.01506 0.96121 1.80315
H -0.44817 0.77112 2.72106
H 1.57865 -0.93338 3.29381
H 0.05575 -1.74654 2.88691
H 1.28837 -1.57014 1.68253
H 1.21191 1.15841 -1.75174
H 0.21188 1.92554 -0.71537
```

Atom charges from the natural (NBO) analysis, given in e for atoms 1 to 5: O -0.798; C -0.027; C -0.133; C -0.422; C -0.417

***

Run y
Entry from the Open Molecules 2025 dataset: an isolated ion of composition C5H11NO and charge -1 (wB97M-V/def2-TZVPD).

total charge = -1
expectation value of S² = 0.7508
spin multiplicity = 2
E_LUMO (alpha / beta) = 3.78 / 3.85 eV
gap between HOMO and LUMO (alpha / beta) = 2.426 / 9.356 eV

Geometry as XYZ:
```
18
C5H11NO | the Open Molecules 2025 dataset | wB97M-V/def2-TZVPD
C -0.38237 -0.78710 0.28792
C -0.95296 0.66757 0.60589
C -0.02015 1.51660 1.51155
C -0.02419 2.85491 1.80216
N 0.43683 -0.69378 -0.97007
C 0.41460 -1.81852 -1.87707
O 1.59192 -2.69114 -2.06840
H 0.33602 -1.11723 1.10808
H -1.34935 -1.38875 0.26082
H -2.01125 0.68930 0.95900
H -0.89023 1.19590 -0.31520
H 0.61277 1.00161 2.23714
H 0.34158 3.16115 2.66975
H -0.75382 3.50769 1.26227
H 0.41896 0.27661 -1.37987
H 0.22108 -1.47834 -2.93259
H -0.42399 -2.41015 -1.55838
H 2.43452 -2.48633 -1.60299
```

Atom charges from the natural (NBO) analysis, given in e for atoms 1 to 5: C -0.315; C -0.820; C -0.213; C -0.531; N -0.684

***

Run z
Entry from the Open Molecules 2025 dataset: an isolated ion of composition C5H11NO and charge -1 (wB97M-V/def2-TZVPD).

total charge = -1
expectation value of S² = 0.7503
spin multiplicity = 2
E_LUMO (alpha / beta) = 4.08 / 3.93 eV
gap between HOMO and LUMO (alpha / beta) = 2.928 / 9.624 eV

Geometry as XYZ:
```
18
C5H11NO | the Open Molecules 2025 dataset | wB97M-V/def2-TZVPD
C -0.91706 1.15928 -0.42800
C -0.19618 1.78278 -1.69904
C -0.56704 -0.33297 -0.30401
N 0.53722 -0.45546 0.49117
C 0.73024 -1.73725 1.19368
C 1.24829 0.61157 1.14080
O -1.28250 -1.32478 -0.59670
H -0.59359 1.70334 0.43833
H -1.97383 1.22052 -0.51944
H 0.14522 2.82446 -1.60216
H -0.83142 1.61052 -2.59507
H 0.68418 1.09259 -1.81484
H 0.53763 -2.61850 0.52682
H 0.30661 -1.90672 2.24788
H 1.83647 -1.94614 1.19573
H 2.03444 0.33968 1.98747
H 0.63420 1.32682 1.62827
H 1.92999 1.23939 0.42194
```

Atom charges from the natural (NBO) analysis, given in e for atoms 1 to 5: C -0.540; C -0.659; C 0.679; N -0.475; C -0.502

***

Computed stability ranking, most favorable first: run x, run z, run w, run y